ORCA calculation (ωB97M-V with the def2-TZVPD basis set) on a 2-piece molecular cluster, C6H13F2N4O5S overall.

The geometry in XYZ format:
```
31
Properties=species:S:1:pos:R:3:lowdin_charge:R:1
N -0.41 -3.20 -0.44 0.15
C -1.06 -2.14 -1.27 -0.15
N -0.45 -0.83 -1.53 0.15
N -2.29 -2.43 -1.80 0.09
N -3.36 -2.43 -0.89 0.07
C -4.48 -3.13 -1.57 -0.28
O -4.41 -4.39 -1.67 0.16
F -5.61 -2.51 -2.16 0.11
C -3.71 -1.06 -0.46 -0.28
O -4.24 -0.17 -1.16 0.18
F -3.37 -0.67 0.89 0.06
H 0.58 -3.30 -0.71 0.13
H -0.52 -2.97 0.57 0.13
H -1.10 -0.05 -1.29 0.12
H -0.34 -0.72 -2.57 0.14
H -2.46 -2.63 -2.80 0.21
O 1.79 0.24 1.79 -0.29
S 1.50 1.52 1.20 0.59
O 1.38 1.69 -0.23 -0.30
O 2.54 2.62 1.77 -0.26
C 3.94 2.35 1.67 -0.26
C 4.45 2.64 0.27 -0.07
C 0.04 2.18 1.97 -0.12
H 4.16 1.33 1.97 0.12
H 4.44 3.02 2.37 0.13
H 4.04 1.92 -0.45 0.07
H 5.54 2.57 0.24 0.09
H 4.15 3.63 -0.06 0.09
H 0.15 2.11 3.05 0.08
H -0.81 1.58 1.64 0.06
H -0.08 3.21 1.66 0.08
```

Output
HOMO level = -13.353 eV
total energy = -38887.525 eV
charge = +1
M = 291.3 g mol⁻¹
orbital gap = 5.770 eV
lowest unoccupied orbital energy = -7.58 eV